Here is the ion C3H9N4 with charge +1 in a non-equilibrium geometry from OMol25. Energies are from ωB97M-V/def2-TZVPD.

Computed properties:
Molecular weight, u: 101.1
HOMO energy (alpha / beta), eV: -8.930 / -15.022
Orbital gap (alpha / beta), eV: 5.956 / 6.944
LUMO (alpha / beta), eV: -2.97 / -8.08
Energy relative to the best compared isomer or geometry (same formula, charge and spin), eV: 6.9766
E, eV: -9200.2323

```
! RIJCOSX wB97M-V def2-TZVPD def2/J DEFGRID3
* xyz 1 3
C -0.1471 0.4264 -1.1143
C -0.1561 1.2606 0.2119
C 0.8315 -0.9422 0.3332
N 1.8641 -0.0375 0.2136
N -0.0385 -0.9716 -0.6699
N -1.1711 -1.6253 -0.2133
N 0.7862 0.4209 1.0676
H -1.1475 0.5045 -1.7105
H 0.8546 0.6472 -1.5887
H 0.3831 2.2347 0.1183
H -1.0416 1.4957 0.8518
H 0.7979 -1.9610 0.7632
H 2.7787 -0.3923 0.5814
H -1.6273 -1.9751 -1.0124
H -1.7637 -1.0521 0.3319
H 0.7914 0.6909 1.9777
*
```

Here is an isolated molecule of C10H17NOSi in a non-equilibrium geometry from OMol25. Energies are from ωB97M-V/def2-TZVPD.

Computed properties:
Molecular weight, u: 195.3
HOMO energy, eV: -7.859
Orbital gap, eV: 8.566
SMILES string: CC(=O)c1ccn(C)c1[Si](C)(C)C
LUMO, eV: 0.71
Energy relative to the best compared isomer or geometry (same formula, charge and spin), eV: 1.6891
E, eV: -22058.8599

```
! RIJCOSX wB97M-V def2-TZVPD def2/J DEFGRID3
* xyz 0 1
C 3.6127 1.3953 1.7116
C 2.0821 0.9350 1.5445
O 1.3336 1.0407 2.4900
C 1.8150 0.3982 0.2198
C 2.6225 0.1759 -0.9331
C 1.9253 -0.1542 -2.0819
N 0.6023 -0.1065 -1.7748
C -0.4126 -0.1885 -2.8346
C 0.3475 0.0137 -0.4971
Si -1.2357 -0.2236 0.4448
C -1.2402 -0.3855 2.2863
C -1.7936 -1.8449 -0.4182
C -2.1736 1.4666 0.1417
H 4.3917 0.6421 1.8732
H 3.6290 2.0645 2.5600
H 3.9392 2.0411 0.8080
H 3.6268 0.4262 -0.7622
H 2.2641 -0.2785 -3.0973
H -0.0721 -0.8476 -3.5193
H -1.3580 -0.5139 -2.4433
H -0.5477 0.7475 -3.3410
H -1.4694 0.5494 2.7740
H -1.8245 -1.2450 2.7080
H -0.1876 -0.7398 2.3496
H -0.9462 -2.5824 -0.8582
H -2.1092 -2.5912 0.3770
H -2.6466 -1.7872 -1.1882
H -2.1668 2.2030 1.0180
H -1.7289 1.9819 -0.7603
H -3.2179 1.2011 -0.1554
*
```

Here is a structure of composition C2H6O2Pd in a non-equilibrium geometry from OMol25. Energies are from ωB97M-V/def2-TZVPD.

Computed properties:
Molecular weight, u: 168.5
HOMO energy (alpha / beta), eV: -12.888 / -15.111
Orbital gap (alpha / beta), eV: 8.921 / 8.410
LUMO (alpha / beta), eV: -3.97 / -6.70
Energy relative to the best compared isomer or geometry (same formula, charge and spin), eV: 0.0000
E, eV: -9729.0857

```
! RIJCOSX wB97M-V def2-TZVPD def2/J DEFGRID3
* xyz 1 4
O 0.6013 -2.4472 -0.0260
O -1.1659 -0.1907 0.5173
H -2.1307 -0.1411 0.5218
Pd -0.2261 -1.5178 0.8817
H 0.4959 -2.6202 -0.9601
C -0.6118 0.7880 -0.3171
C 0.8078 1.0920 -0.0447
H -1.3400 1.5249 -0.6535
H 1.0215 1.1704 1.0381
H 1.4742 0.3023 -0.4307
H 1.0739 2.0396 -0.5267
*
```